95
Properties=species:S:1:pos:R:3:forces:R:3:mulliken_charge:R:1 method="wB97M-V/def2-TZVPD" lumo_energy_ev=0.2 charge=-1 max_force_ev_per_a=9.64 homo_energy_ev=-4.63 orbital_gap_ev=4.811
Ta -3.849 -2.712 -1.528 -1.554 1.311 2.829 0.927
S -4.256 -0.301 -3.953 -0.008 4.811 -1.635 0.876
Si -2.877 -5.145 -1.123 -0.064 0.181 -0.508 0.257
O -3.877 -3.283 6.169 0.266 1.180 -1.122 -0.603
O 5.207 4.437 -2.709 -1.651 -0.130 -0.544 -0.613
O 4.418 3.913 4.668 0.087 1.248 -1.447 -0.581
O 3.951 -1.427 -0.566 -0.946 0.887 -0.960 -0.597
O 3.504 5.156 3.108 1.418 -0.623 0.949 -0.572
O -4.389 -2.185 4.339 1.103 -0.347 1.584 -0.578
O -3.120 0.755 -4.159 -2.963 -3.609 1.086 -0.637
O 2.078 -0.398 -1.063 2.216 -0.152 -0.519 -0.630
O 3.613 3.950 -4.135 0.666 0.726 1.560 -0.573
O -5.500 0.104 -4.774 2.962 -2.027 2.380 -0.653
N -5.581 -3.263 -0.422 -2.582 -1.208 -4.347 -0.763
N -3.667 -2.400 5.325 -1.165 -0.715 -0.419 1.006
N 4.484 4.718 3.728 -1.265 -0.560 0.481 0.959
N 3.249 -0.725 -1.308 -0.647 -0.209 1.014 1.030
N 4.014 4.367 -3.039 0.824 -0.387 -0.814 1.024
C -1.633 -1.766 6.596 -0.007 0.041 -0.035 -0.340
C 3.008 4.811 -2.067 -0.674 0.280 0.637 -0.189
C 6.953 4.703 3.981 -0.043 0.047 -0.038 -0.319
C 3.419 5.324 -0.828 -0.099 0.012 -0.035 -0.256
C -2.487 -1.546 5.507 0.815 0.637 0.102 0.039
C 3.100 0.586 -3.410 0.074 -0.033 0.042 -0.248
C -8.070 -3.586 -0.051 0.844 -1.071 -0.448 -1.017
C -1.308 -5.349 -2.221 1.096 -0.927 -1.193 -0.792
C -4.649 -0.566 -2.100 0.191 1.191 -1.138 -0.841
C 2.458 5.768 0.083 -0.054 -0.074 -0.375 -0.003
C -0.273 0.101 5.877 -0.127 -0.068 -0.034 -0.367
C 7.200 6.589 1.924 -0.053 -0.260 0.289 -0.591
C -2.614 -5.519 0.754 0.618 -1.499 0.763 -0.784
C -0.523 -0.938 6.776 -0.297 0.051 -0.327 -0.402
C 8.214 5.170 3.606 -0.353 0.161 -0.203 -0.426
C 4.992 0.709 -4.911 -0.082 -0.066 0.127 -0.401
C 8.335 6.113 2.584 -0.123 -0.055 0.049 -0.378
C -7.048 -4.014 -2.582 -0.754 -0.891 -0.482 -0.911
C 3.681 1.061 -4.587 0.199 -0.315 0.167 -0.479
C -1.121 0.313 4.789 -0.069 -0.279 0.291 -0.519
C -1.220 -1.987 0.436 8.083 -0.501 -4.169 0.266
C -6.724 -3.575 -1.053 0.478 0.684 2.639 0.684
C 1.102 5.694 -0.239 0.087 -0.047 -0.147 -0.609
C 0.137 -2.039 -0.004 -9.365 -0.097 2.279 -0.517
C 5.815 5.188 3.323 0.916 0.345 -0.285 0.080
C 3.845 -0.242 -2.559 0.428 0.359 -0.877 -0.033
C 5.729 -0.124 -4.067 -0.418 0.116 0.121 -0.425
C 1.647 4.729 -2.389 0.071 0.013 0.017 -0.258
C -2.891 -1.918 0.461 2.693 0.819 1.119 -0.718
C 0.696 5.173 -1.469 0.376 0.041 0.105 -0.538
C 5.159 -0.603 -2.886 -0.033 0.034 -0.006 -0.321
C 5.934 6.127 2.289 0.057 -0.072 0.089 -0.109
C -2.232 -0.511 4.597 -0.025 -0.056 0.077 -0.156
C -4.216 -6.356 -1.832 -0.709 -0.660 -1.478 -0.868
H 7.302 7.323 1.128 -0.081 -0.175 0.159 0.380
H 1.166 -2.153 -0.598 -3.157 0.216 2.131 0.139
H 3.113 1.710 -5.250 0.110 -0.190 0.227 0.357
H 5.747 -1.249 -2.238 -0.338 0.161 -0.023 0.431
H 6.875 3.971 4.782 -0.212 0.195 -0.240 0.431
H -4.451 -3.368 -3.181 0.550 0.160 0.185 -0.189
H 9.103 4.802 4.113 -0.230 0.040 -0.083 0.363
H -2.884 -0.333 3.745 0.062 -0.248 0.243 0.396
H 0.589 0.749 6.026 -0.165 -0.142 -0.053 0.380
H -8.792 -4.419 -0.459 1.072 1.838 0.801 0.321
H 9.319 6.481 2.300 -0.209 -0.086 0.048 0.361
H 4.472 5.388 -0.563 -0.200 -0.122 -0.270 0.529
H -4.519 -5.908 -2.896 0.653 -1.041 2.178 0.126
H -3.763 -7.431 -2.039 -1.153 1.935 0.577 0.336
H 2.077 0.869 -3.171 0.236 -0.209 0.127 0.536
H 1.314 4.328 -3.344 0.274 0.066 0.204 0.468
H -3.732 -1.545 -4.399 -0.698 1.136 0.545 0.134
H -7.687 -3.950 1.008 -0.818 1.083 -2.193 0.250
H 6.749 -0.396 -4.329 -0.208 0.024 0.105 0.365
H -5.803 -0.451 -1.952 2.116 -0.043 -0.514 0.321
H 2.767 6.174 1.044 -0.057 -0.171 -0.233 0.260
H -0.918 1.123 4.092 -0.075 -0.236 0.099 0.374
H 0.144 -1.099 7.619 -0.166 -0.019 -0.166 0.348
H -8.577 -2.532 -0.001 0.925 -2.078 -0.129 0.245
H -6.623 -3.322 -3.423 -0.544 -1.276 1.920 0.237
H -1.587 -4.947 -3.304 0.693 -0.663 2.309 0.201
H -1.078 -6.509 -2.376 -0.131 2.308 0.379 0.284
H -1.816 -2.569 7.307 -0.139 0.153 -0.314 0.416
H -8.224 -4.091 -2.772 2.455 0.327 0.718 0.323
H -1.482 -5.876 0.863 -2.317 1.003 0.138 0.266
H 0.357 6.047 0.472 0.161 -0.099 -0.142 0.390
H -0.347 -4.779 -1.809 -2.149 -1.234 -0.955 0.160
H -2.280 -2.263 -2.386 -0.179 -0.265 -0.277 -0.027
H -3.281 -2.476 1.418 0.756 1.231 -1.782 0.106
H -0.363 5.117 -1.711 0.253 -0.050 -0.001 0.412
H 5.443 1.087 -5.827 -0.104 -0.069 0.193 0.364
H -4.046 0.285 -1.538 -1.288 -1.666 -1.362 0.305
H -2.881 -4.618 1.463 0.657 -2.054 -1.353 0.067
H -3.264 -6.494 0.985 1.236 2.212 -0.157 0.280
H -3.156 -0.758 0.522 0.489 -2.358 0.101 0.267
H -6.655 -5.126 -2.765 -0.594 2.527 0.456 0.175
H -5.207 -6.385 -1.203 1.978 -0.159 -1.074 0.218
H 5.059 6.507 1.765 0.104 -0.202 0.267 0.365

***

89
Properties=species:S:1:pos:R:3:forces:R:3:mulliken_charge:R:1 method="wB97M-V/def2-TZVPD" lumo_energy_ev="-9.6 / -9.0" charge=+3 s_squared=2.0231 max_force_ev_per_a=2.00 homo_energy_ev="-15.94 / -15.94" spin_multiplicity=3 orbital_gap_ev="6.354 / 6.956" e_above_lowest_kj_mol=145.3
V -0.191 0.730 -0.483 0.206 -0.083 -0.524 -0.132
P 0.934 -1.336 -0.926 1.396 -1.279 -0.639 2.053
O 1.676 -0.102 -1.644 -0.397 -0.241 0.433 0.251
O -2.102 -1.187 0.488 0.016 0.091 0.278 -0.283
O 2.109 -1.957 -0.051 -0.499 0.293 -0.203 -0.055
O 0.692 -2.301 -2.154 -0.237 0.437 0.481 -0.399
N 1.083 1.583 0.927 -0.011 0.144 0.507 1.409
N 0.262 2.247 -1.804 0.063 0.096 -0.379 1.041
N -0.554 3.051 1.815 0.104 -0.104 -0.086 0.438
N -0.270 -0.700 3.336 -0.009 0.075 -0.382 0.178
N -1.193 0.051 -2.269 -0.140 0.164 -0.231 1.465
N -1.751 1.806 0.176 -0.635 0.451 0.544 1.191
C 3.002 2.906 2.490 -0.212 0.057 -0.007 -0.976
C 0.601 -3.751 -2.286 0.194 -0.450 -0.037 -0.452
C -1.171 0.975 -3.251 -0.199 -0.169 -0.121 0.590
C -2.730 -1.248 -3.563 0.000 0.091 -0.068 -1.324
C 0.155 2.918 -4.094 -0.073 -0.018 0.044 -1.074
C 2.915 -0.192 -3.758 -0.162 0.048 0.163 -1.104
C 3.369 1.857 1.650 -0.059 -0.148 -0.071 -1.201
C -0.311 -1.464 6.010 0.010 -0.039 0.043 -0.526
C 1.138 3.239 -1.589 0.120 0.237 0.069 -0.180
C -2.967 1.612 -0.419 -0.391 0.075 -0.042 -0.741
C 1.561 4.104 -2.579 -0.088 -0.029 -0.080 -1.184
C 0.745 2.594 1.737 0.051 -0.070 0.148 -0.018
C -1.410 -0.657 4.033 0.105 -0.051 0.368 0.521
C -3.228 -1.617 2.651 0.219 0.301 -0.220 -1.044
C -2.687 -0.337 3.309 0.071 -0.242 0.026 0.817
C 0.827 -1.152 3.950 -0.052 0.062 0.147 -0.236
C -1.458 -1.022 5.379 -0.067 0.060 -0.082 -1.025
C 3.301 -3.259 1.589 -0.062 0.108 -0.127 -1.479
C -2.772 -0.259 -4.535 0.030 -0.038 0.074 -1.002
C 1.677 3.263 2.540 0.117 0.041 0.043 -0.939
C -1.940 -1.047 -2.447 -0.101 -0.128 -0.065 -0.528
C 1.978 -3.074 0.882 0.028 -0.311 0.354 0.324
C -0.240 2.096 -3.048 0.136 0.274 -0.227 0.866
C -1.974 0.863 -4.378 0.069 0.038 0.038 -1.240
C 0.861 -1.547 5.275 0.075 -0.019 -0.053 -1.054
C 1.942 -4.340 -2.662 -0.062 0.133 0.070 -1.106
C -2.853 3.444 1.558 -0.089 0.024 -0.001 -1.113
C 1.068 3.935 -3.864 0.015 -0.009 0.113 -0.756
C -4.054 3.230 0.940 0.170 -0.024 0.054 -0.801
C -1.708 2.731 1.154 -0.168 -0.037 0.027 0.164
C 3.016 -0.172 -2.250 0.315 0.160 -0.458 -0.319
C -2.315 -2.153 1.555 -0.207 -0.296 0.148 -0.595
C -4.108 2.282 -0.089 0.070 -0.082 -0.063 -1.123
C 2.393 1.227 0.921 0.408 -0.073 0.196 -1.229
H -4.221 -1.430 2.230 -0.049 -0.022 0.025 0.371
H 3.300 -4.220 2.101 -0.002 0.018 0.056 0.462
H -5.028 2.076 -0.618 0.014 -0.037 0.001 0.582
H -3.315 -2.152 -3.660 0.007 -0.007 0.039 0.582
H 2.336 -3.862 -3.559 -0.017 -0.024 -0.018 0.302
H -3.408 -0.359 -5.404 0.005 -0.012 -0.004 0.497
H -3.007 0.868 -1.195 0.061 0.003 -0.042 0.365
H -0.668 3.792 2.487 -0.062 0.040 0.054 0.264
H 1.178 -2.846 1.590 -0.032 0.033 -0.066 -0.116
H 4.119 -3.260 0.869 -0.001 -0.060 0.005 0.349
H 1.345 4.065 3.187 -0.007 -0.002 -0.014 0.602
H 3.737 3.425 3.091 -0.016 0.011 0.012 0.495
H -1.337 -2.418 1.948 0.034 0.134 -0.086 0.231
H -2.524 0.421 2.545 0.079 0.143 -0.049 -1.161
H -3.346 -2.380 3.422 -0.042 -0.121 -0.106 0.524
H 1.523 3.358 -0.587 -0.023 -0.074 -0.003 0.440
H 2.288 -1.018 -4.089 0.030 -0.026 -0.035 0.234
H -2.767 -3.045 1.114 0.054 -0.036 0.007 0.354
H -1.996 1.646 -5.121 0.039 -0.012 0.002 0.561
H 1.811 -5.401 -2.872 0.027 -0.012 0.001 0.471
H 2.663 0.383 0.312 -0.042 0.015 -0.028 0.792
H 2.264 4.890 -2.343 0.010 -0.014 0.022 0.538
H 2.505 0.743 -4.139 0.010 -0.006 -0.010 0.241
H 0.215 -4.189 -1.365 -0.072 0.106 0.010 0.422
H 3.914 -0.325 -4.174 0.003 0.020 -0.022 0.490
H -0.330 -1.755 7.052 -0.013 0.008 -0.005 0.443
H -2.398 -0.968 5.913 0.014 0.002 0.026 0.506
H 3.547 0.712 -1.899 -0.033 -0.024 0.076 0.377
H -4.939 3.775 1.241 0.017 0.021 0.018 0.481
H 2.672 -4.236 -1.859 -0.004 -0.002 -0.005 0.202
H 3.515 -1.062 -1.873 -0.072 -0.011 0.113 0.276
H -3.425 0.039 4.017 -0.019 0.044 -0.041 0.663
H 4.397 1.530 1.577 -0.032 -0.057 -0.006 0.598
H -0.228 2.758 -5.091 -0.005 -0.015 0.015 0.464
H -0.125 -3.912 -3.080 -0.043 0.057 0.056 0.422
H -2.992 -0.890 0.263 0.030 0.119 -0.075 0.222
H 1.726 -1.215 3.347 0.069 0.108 -0.055 0.507
H 1.390 4.578 -4.672 -0.011 0.004 -0.003 0.491
H 1.779 -1.916 5.713 -0.015 0.029 0.009 0.468
H 1.716 -3.972 0.322 0.011 0.091 -0.070 0.357
H -1.915 -1.777 -1.653 0.015 0.033 0.035 0.661
H 3.480 -2.472 2.322 0.012 -0.002 -0.020 0.298
H -2.766 4.158 2.366 0.003 0.013 -0.019 0.601